{
  "formula": "C59H65N5OS2TeV",
  "method": "wB97M-V/def2-TZVPD",
  "elements": ["V", "C", "N", "C", "C", "N", "C", "C", "C", "C", "C", "C", "C", "S", "C", "C", "C", "C", "C", "C", "S", "H", "H", "H", "H", "H", "H", "H", "H", "H", "H", "H", "H", "H", "H", "H", "H", "H", "H", "C", "C", "C", "C", "C", "C", "C", "C", "N", "C", "C", "C", "C", "N", "C", "C", "C", "C", "C", "C", "C", "C", "H", "H", "H", "H", "H", "H", "H", "H", "H", "H", "H", "H", "H", "H", "H", "H", "H", "H", "H", "H", "H", "H", "H", "H", "C", "C", "C", "C", "C", "C", "Te", "N", "C", "O", "C", "C", "C", "C", "C", "C", "C", "C", "C", "C", "C", "C", "C", "C", "C", "C", "H", "H", "H", "H", "H", "H", "H", "H", "H", "H", "H", "H", "H", "H", "H", "H", "H", "H", "H", "H", "H", "H", "H"],
  "positions_angstrom": [[-1.0716, -1.1241, 1.1421], [-1.2604, 2.4824, -1.7069], [-2.1176, 1.9771, -0.6505], [-3.5113, 1.8846, -1.0352], [-3.7672, 0.8814, -2.1791], [-3.6269, -0.5114, -1.8269], [-2.2819, -0.9179, -1.4997], [-4.6893, -1.0700, -1.0851], [-5.8589, -1.3425, -1.7979], [-6.9462, -1.9686, -1.2191], [-6.8781, -2.3576, 0.1107], [-5.7390, -2.0834, 0.8348], [-4.6374, -1.4218, 0.2779], [-3.4133, -0.9764, 1.4588], [-1.8586, 2.7135, 0.5448], [-2.5697, 3.8521, 0.8906], [-2.1978, 4.6293, 1.9760], [-1.0827, 4.2781, 2.7178], [-0.3764, 3.1373, 2.3991], [-0.7668, 2.3179, 1.3403], [0.1803, 0.9079, 0.9905], [-1.6486, 3.4223, -2.1425], [-1.1451, 1.7386, -2.4937], [-0.2760, 2.6705, -1.2886], [-3.9190, 2.8584, -1.3764], [-4.0804, 1.5663, -0.1553], [-3.0868, 1.0923, -3.0113], [-4.7934, 1.0394, -2.5278], [-2.2575, -1.9951, -1.3218], [-1.8417, -0.3869, -0.6344], [-1.6476, -0.7045, -2.3627], [-5.8968, -1.0443, -2.8386], [-7.8338, -2.1675, -1.8060], [-7.7136, -2.8580, 0.5838], [-5.6756, -2.3564, 1.8780], [-3.4202, 4.1512, 0.2924], [-2.7684, 5.5157, 2.2216], [-0.7683, 4.8918, 3.5524], [0.4943, 2.8472, 2.9677], [-3.2097, -4.4081, 0.2899], [-1.7807, -4.6780, -0.0748], [-1.4891, -5.6742, -0.9959], [-0.1831, -5.9935, -1.3115], [0.8523, -5.3369, -0.6691], [0.5947, -4.3494, 0.2672], [1.6994, -3.7019, 1.0450], [-0.7329, -3.9753, 0.5365], [-0.9814, -2.9747, 1.4796], [-1.1177, -3.3353, 2.7740], [-1.1794, -4.7642, 3.2450], [-1.0961, -2.2627, 3.6384], [-1.1525, -2.4123, 5.1362], [-0.9104, -1.0784, 3.0060], [-0.4722, -0.0099, 3.8111], [-1.3529, 0.9396, 4.3527], [-2.8037, 0.9363, 3.9950], [-0.8675, 1.8897, 5.2412], [0.4687, 1.9309, 5.5897], [1.3456, 1.0193, 5.0281], [0.8909, 0.0432, 4.1565], [1.8427, -0.9515, 3.5658], [-3.7892, -5.3326, 0.2593], [-3.6637, -3.7055, -0.4133], [-3.2724, -3.9724, 1.2859], [-2.3097, -6.2192, -1.4421], [0.0284, -6.7679, -2.0343], [1.8741, -5.6202, -0.8844], [2.6689, -4.1139, 0.7677], [1.5401, -3.8444, 2.1153], [1.6954, -2.6275, 0.8523], [-1.1600, -5.4518, 2.4022], [-2.0894, -4.9395, 3.8199], [-0.3281, -4.9894, 3.8922], [-2.0165, -3.0087, 5.4318], [-1.2153, -1.4380, 5.6158], [-0.2593, -2.9207, 5.5092], [-3.2366, -0.0555, 4.1182], [-2.9198, 1.2110, 2.9460], [-3.3542, 1.6532, 4.6012], [-1.5565, 2.6094, 5.6624], [0.8292, 2.6757, 6.2856], [2.3984, 1.0593, 5.2782], [2.8729, -0.6658, 3.7721], [1.6843, -0.9935, 2.4852], [1.6610, -1.9469, 3.9755], [1.5886, 7.4183, -2.0519], [1.7187, 5.9285, -2.1596], [1.4277, 5.2631, -3.3436], [1.5608, 3.8899, -3.4478], [1.1982, 3.1958, -4.7285], [1.9861, 3.1444, -2.3373], [2.5665, 1.1127, -2.8014], [1.1521, 0.2873, -1.7143], [1.0284, -1.0270, -1.7265], [0.3590, -1.6655, -0.9017], [1.8007, -1.7807, -2.7920], [1.6543, -1.4802, -4.1468], [2.4624, -2.0891, -5.0917], [3.4462, -2.9807, -4.6881], [3.5620, -3.3199, -3.3518], [2.7280, -2.7406, -2.4101], [4.1661, 0.6319, -1.4977], [3.9441, -0.0371, -0.2932], [5.0055, -0.3539, 0.5265], [6.3009, -0.0080, 0.1509], [6.5199, 0.6453, -1.0559], [5.4708, 0.9658, -1.8957], [5.6942, 1.6528, -3.2069], [2.2803, 3.7999, -1.1329], [2.6901, 3.0328, 0.0784], [2.1294, 5.1744, -1.0653], [1.3336, 7.8559, -3.0142], [2.5229, 7.8591, -1.7048], [0.8105, 7.6822, -1.3363], [1.0821, 5.8272, -4.1996], [0.6540, 3.8697, -5.3880], [0.5702, 2.3272, -4.5177], [2.0954, 2.8503, -5.2522], [0.8834, -0.7830, -4.4637], [2.3338, -1.8711, -6.1443], [4.1100, -3.4185, -5.4200], [4.3121, -4.0310, -3.0393], [2.7971, -3.0162, -1.3705], [2.9327, -0.2850, -0.0011], [4.8333, -0.8665, 1.4621], [7.1392, -0.2482, 0.7889], [7.5293, 0.9047, -1.3469], [6.7385, 1.9313, -3.3319], [5.0797, 2.5568, -3.2718], [5.4076, 0.9960, -4.0331], [2.0855, 2.1288, 0.1685], [2.5415, 3.6324, 0.9742], [3.7410, 2.7456, 0.0262], [2.3280, 5.6754, -0.1280]],
  "forces_ev_per_a": [[-0.641, 0.792, -2.191], [0.037, -0.068, 0.008], [-0.266, 0.319, 0.022], [-0.263, -0.061, -0.203], [0.005, 0.339, 0.309], [0.313, 0.144, 0.214], [0.146, -0.336, 0.036], [-0.355, -0.473, 0.248], [-0.105, 0.003, 0.027], [-0.131, 0.053, -0.159], [-0.071, -0.020, 0.033], [-0.132, -0.059, -0.129], [0.163, 0.199, -0.101], [-0.274, 0.336, 0.119], [0.133, -0.172, 0.141], [-0.193, -0.007, -0.153], [-0.075, 0.117, 0.094], [-0.071, 0.290, 0.076], [-0.006, 0.027, -0.176], [0.121, 0.164, 0.137], [0.502, 0.394, -0.283], [-0.023, 0.002, 0.006], [0.058, -0.014, -0.117], [-0.016, -0.061, -0.037], [0.048, 0.021, 0.025], [0.008, 0.028, -0.078], [-0.123, 0.022, -0.038], [0.138, 0.043, -0.036], [0.012, 0.032, -0.067], [-0.235, 0.170, -0.736], [0.126, 0.017, 0.019], [0.050, -0.074, -0.081], [-0.028, 0.007, -0.033], [-0.024, -0.038, -0.001], [0.013, -0.026, 0.091], [-0.045, 0.008, -0.035], [-0.029, 0.031, 0.036], [0.008, 0.018, 0.070], [0.026, -0.068, 0.122], [0.045, 0.048, 0.000], [0.072, 0.158, 0.119], [0.088, -0.034, -0.064], [-0.073, -0.061, -0.108], [0.054, -0.003, 0.030], [-0.139, -0.022, 0.063], [-0.055, 0.097, -0.126], [0.123, -0.863, -0.409], [0.494, -1.019, -0.789], [-0.167, 0.097, 1.749], [-0.045, 0.315, -0.066], [-0.088, -1.615, 0.153], [-0.029, 0.002, -0.319], [0.270, 0.932, 1.342], [0.292, 0.414, 0.655], [0.070, -0.189, -0.034], [0.111, 0.011, -0.051], [0.139, -0.043, 0.166], [-0.028, 0.139, 0.083], [0.040, -0.029, 0.007], [-0.085, 0.042, -0.032], [-0.140, 0.054, 0.007], [-0.020, -0.001, -0.012], [-0.050, -0.017, 0.102], [-0.135, 0.084, -0.040], [-0.069, -0.061, -0.109], [0.035, -0.093, -0.081], [0.147, 0.011, 0.009], [0.101, -0.073, 0.010], [0.075, 0.068, 0.033], [0.062, 0.009, 0.108], [-0.028, -0.097, 0.044], [-0.064, -0.128, 0.068], [0.034, -0.127, 0.074], [-0.053, -0.032, 0.074], [-0.037, -0.042, 0.116], [0.071, -0.017, 0.146], [-0.081, -0.016, -0.071], [-0.116, -0.040, -0.012], [-0.035, 0.051, 0.089], [-0.081, 0.067, 0.026], [0.031, 0.081, 0.059], [0.093, -0.025, 0.017], [0.106, 0.003, 0.027], [0.051, -0.083, 0.033], [0.027, -0.106, -0.095], [-0.016, -0.033, 0.006], [0.083, -0.239, 0.039], [-0.036, 0.158, 0.193], [0.017, -0.587, 0.143], [0.096, 0.030, -0.143], [0.902, 0.285, -0.292], [-0.696, 0.273, 0.691], [0.078, 1.120, -0.241], [0.301, -0.704, -0.484], [-0.058, 0.043, 0.184], [-0.178, -0.380, 0.050], [-0.226, -0.146, -0.014], [0.080, -0.033, -0.078], [-0.042, -0.013, -0.146], [0.095, 0.016, 0.071], [-0.013, 0.056, -0.019], [0.612, 0.096, 0.346], [-0.470, 0.258, -0.625], [0.573, -0.058, 0.117], [-0.325, 0.024, -0.145], [0.255, -0.174, 0.300], [-0.773, -0.029, -0.051], [0.037, 0.110, -0.110], [-0.066, -0.555, -0.010], [0.178, 0.075, 0.074], [-0.169, 0.275, -0.278], [-0.015, 0.074, -0.039], [0.015, 0.059, 0.013], [-0.035, 0.043, 0.034], [-0.055, 0.028, -0.091], [-0.030, -0.058, -0.038], [-0.085, 0.027, -0.155], [-0.111, -0.006, -0.079], [0.043, -0.017, 0.058], [-0.018, 0.052, 0.000], [0.014, -0.079, -0.055], [0.060, -0.093, 0.042], [0.002, -0.011, 0.180], [-0.157, 0.025, 0.091], [-0.084, -0.019, 0.047], [0.030, -0.019, 0.064], [0.063, 0.031, -0.039], [0.015, 0.051, -0.045], [0.146, 0.041, -0.082], [0.072, 0.065, -0.034], [-0.001, -0.020, 0.129], [-0.017, -0.021, 0.068], [0.067, 0.027, 0.042], [0.028, 0.007, 0.136]],
  "spin_multiplicity": 3,
  "total_charge": -1,
  "s_squared": 2.123,
  "homo_lumo_gap_ev": [4.46, 4.46],
  "molar_mass_g_mol": 1102.88
}